{
  "formula": "C69H173FN13O20Y",
  "method": "ωB97M-V with the def2-TZVPD basis set",
  "species": ["Y", "C", "C", "C", "C", "C", "C", "N", "O", "C", "C", "C", "H", "H", "H", "H", "H", "H", "H", "H", "H", "H", "H", "H", "H", "H", "H", "H", "H", "H", "C", "C", "O", "O", "H", "H", "H", "F", "C", "C", "C", "O", "C", "N", "H", "H", "H", "H", "H", "H", "H", "H", "H", "H", "H", "C", "C", "C", "O", "C", "N", "H", "H", "H", "H", "H", "H", "H", "H", "H", "H", "H", "C", "C", "C", "O", "C", "N", "H", "H", "H", "H", "H", "H", "H", "H", "H", "H", "H", "C", "C", "C", "O", "C", "N", "H", "H", "H", "H", "H", "H", "H", "H", "H", "H", "H", "C", "C", "C", "O", "C", "N", "H", "H", "H", "H", "H", "H", "H", "H", "H", "H", "H", "C", "C", "C", "O", "C", "N", "H", "H", "H", "H", "H", "H", "H", "H", "H", "H", "H", "C", "C", "C", "O", "C", "N", "H", "H", "H", "H", "H", "H", "H", "H", "H", "H", "H", "C", "O", "C", "C", "N", "C", "C", "O", "C", "H", "H", "H", "H", "H", "H", "H", "H", "H", "H", "H", "H", "H", "H", "H", "C", "O", "C", "C", "N", "C", "C", "O", "C", "H", "H", "H", "H", "H", "H", "H", "H", "H", "H", "H", "H", "H", "H", "H", "C", "O", "C", "C", "N", "C", "C", "O", "C", "H", "H", "H", "H", "H", "H", "H", "H", "H", "H", "H", "H", "H", "H", "H", "C", "O", "C", "C", "N", "C", "C", "O", "C", "H", "H", "H", "H", "H", "H", "H", "H", "H", "H", "H", "H", "H", "H", "H", "C", "O", "C", "C", "N", "C", "C", "O", "C", "H", "H", "H", "H", "H", "H", "H", "H", "H", "H", "H", "H", "H", "H", "H"],
  "positions_angstrom": [[5.83808, -5.64589, -24.16709], [2.66413, -1.62423, -22.15053], [3.12245, -2.19374, -20.82037], [2.40955, -1.39305, -19.63421], [0.87084, -1.55622, -19.53029], [0.60811, -3.02637, -19.47390], [1.27479, -4.03310, -20.52125], [2.72467, -3.64575, -20.63090], [3.53320, -4.52630, -21.35466], [0.52351, -4.06844, -21.83078], [1.11048, -5.47030, -19.86872], [4.62253, -1.92073, -20.53941], [2.63210, -2.33485, -22.97643], [3.33160, -0.88479, -22.59302], [1.62507, -1.29635, -22.18132], [2.55082, -0.32871, -19.82217], [2.94927, -1.67971, -18.73164], [0.48574, -1.07327, -20.42837], [0.41887, -1.16651, -18.61817], [-0.48118, -3.04757, -19.50681], [0.76819, -3.39425, -18.46042], [0.39841, -3.10936, -22.33339], [-0.46570, -4.48867, -21.64918], [0.99530, -4.77208, -22.51665], [0.09194, -5.65482, -19.52721], [1.78694, -5.54434, -19.01725], [1.44716, -6.25680, -20.54412], [5.15207, -2.14878, -21.46444], [5.03981, -2.43904, -19.67608], [4.78968, -0.84801, -20.44210], [2.37815, -3.55457, -27.84121], [3.40839, -4.20302, -26.94957], [3.39499, -5.42270, -26.69362], [4.32920, -3.51891, -26.42621], [1.39266, -3.94325, -27.58459], [2.61611, -3.87634, -28.85509], [2.31764, -2.46642, -27.85997], [8.22525, -3.71875, -23.76272], [-8.08278, -5.45051, -23.68921], [-7.60975, -5.57023, -22.23225], [-8.54540, -6.74520, -21.66472], [-9.84146, -6.29330, -21.48025], [-10.59442, -6.95373, -20.49766], [-6.28556, -6.03930, -22.11503], [-8.93575, -4.77593, -23.76335], [-8.18933, -6.33676, -24.31475], [-7.37025, -4.83818, -24.24188], [-7.73724, -4.57677, -21.80227], [-8.39852, -6.93745, -20.60191], [-8.45639, -7.73984, -22.10162], [-10.11116, -6.81202, -19.53097], [-10.57020, -8.00516, -20.78400], [-11.63471, -6.66893, -20.65505], [-5.54203, -5.35579, -22.10633], [-6.10714, -6.62430, -22.91879], [6.30435, 1.69715, -26.25946], [7.10710, 0.40017, -26.05411], [7.57113, -0.16489, -27.33964], [8.28754, -1.41056, -27.14155], [8.76483, -2.16036, -28.32709], [8.18544, 0.62094, -25.07992], [5.40837, 1.53029, -26.85735], [6.90265, 2.37891, -26.86390], [6.01574, 2.23033, -25.35363], [6.47046, -0.35720, -25.59676], [8.10285, 0.53104, -27.98853], [6.61150, -0.40723, -27.79625], [9.46667, -1.48837, -28.82100], [7.94482, -2.33330, -29.02407], [9.32641, -3.05257, -28.05018], [7.74253, 1.07262, -24.29258], [8.70721, 1.31397, -25.59720], [8.55627, 5.66063, -22.75718], [8.72536, 4.65059, -21.64696], [9.15616, 5.26120, -20.29770], [8.97180, 4.44560, -19.22129], [9.84847, 4.63958, -18.06914], [7.48944, 3.79422, -21.39880], [7.66976, 6.26755, -22.57320], [8.40250, 5.14981, -23.70772], [9.47594, 6.24433, -22.79724], [9.33801, 3.81693, -21.99014], [8.58214, 6.17734, -20.15881], [10.12936, 5.71892, -20.47511], [10.86451, 4.59847, -18.46166], [9.53987, 3.85396, -17.37946], [9.68553, 5.47734, -17.39112], [6.64229, 4.34186, -21.44925], [7.57975, 3.64951, -20.40330], [0.96093, 3.57352, -22.73422], [1.41117, 4.34271, -23.94011], [2.52766, 5.50229, -23.68195], [2.69200, 6.18591, -24.95822], [3.98863, 6.63146, -25.27162], [1.94982, 3.35688, -24.86559], [0.63328, 4.30206, -21.99262], [1.79774, 3.07558, -22.24442], [0.14755, 2.88201, -22.95407], [0.57359, 4.76773, -24.49320], [3.42970, 5.02125, -23.30378], [2.39745, 6.26465, -22.91385], [4.25617, 7.20137, -24.38182], [4.20718, 7.44234, -25.96646], [4.63896, 5.75796, -25.31827], [1.69212, 3.73049, -25.76787], [1.47344, 2.48668, -24.67608], [-2.98221, -4.45329, -26.45923], [-2.94486, -5.46095, -27.55151], [-3.99265, -6.64831, -27.41791], [-3.63872, -7.50798, -26.28668], [-4.11590, -8.83211, -26.43844], [-3.05468, -4.77634, -28.87794], [-2.27272, -3.68532, -26.76739], [-2.74429, -4.93073, -25.50868], [-3.90195, -3.87870, -26.56894], [-1.94923, -5.89497, -27.64335], [-4.07908, -7.19314, -28.35801], [-5.01396, -6.30638, -27.25021], [-3.30138, -9.40994, -26.87521], [-5.12281, -8.83479, -26.85583], [-4.17048, -9.11948, -25.38842], [-3.04367, -5.27464, -29.75638], [-2.36738, -4.06860, -29.09432], [-2.02542, 4.82163, -15.42354], [-0.86274, 3.95937, -15.86999], [-0.49150, 2.93363, -14.77690], [0.69763, 2.22928, -15.12391], [0.80244, 0.95517, -14.48882], [-1.26897, 3.50110, -17.17656], [-1.93043, 5.08913, -14.37115], [-2.97411, 4.28897, -15.48942], [-2.09226, 5.70352, -16.06064], [-0.02122, 4.64771, -15.94824], [-1.29079, 2.27359, -14.43991], [-0.24243, 3.38652, -13.81724], [0.00590, 0.26637, -14.77024], [0.79216, 0.92956, -13.39917], [1.71385, 0.45715, -14.81956], [-2.17503, 3.05591, -17.14534], [-0.64187, 2.71409, -17.26292], [-7.53421, 4.13693, -16.95500], [-6.90146, 3.94477, -18.35422], [-6.56370, 2.44456, -18.77301], [-5.59009, 2.03392, -17.74050], [-4.66043, 0.98728, -18.01962], [-7.90470, 4.48858, -19.29392], [-7.96650, 5.11475, -16.74266], [-6.86304, 3.79247, -16.16824], [-8.36210, 3.44518, -16.79951], [-5.99674, 4.54842, -18.42615], [-6.02919, 2.53413, -19.71873], [-7.39977, 1.75199, -18.87016], [-4.21901, 1.04755, -19.01442], [-5.16183, 0.02060, -17.97255], [-3.86525, 1.04162, -17.27608], [-7.36594, 4.64443, -20.13389], [-8.29227, 5.37675, -19.00924], [5.45589, 7.70899, -19.16873], [4.85253, 6.42216, -19.22875], [4.76652, 5.86602, -17.91655], [4.17054, 4.42673, -17.91735], [4.39687, 3.86062, -16.55558], [5.80312, 3.51810, -16.13825], [6.33826, 2.15938, -16.61801], [7.54516, 1.96178, -15.97504], [7.42840, 1.52364, -14.56826], [4.81668, 8.30673, -18.51895], [5.45829, 8.22518, -20.12875], [6.46357, 7.68018, -18.75417], [3.95614, 6.36977, -17.38962], [5.71913, 5.94193, -17.39226], [4.62279, 3.74538, -18.63799], [3.14383, 4.47874, -18.27963], [3.78443, 3.09896, -16.30089], [5.91143, 3.66921, -15.06422], [6.44996, 4.29610, -16.54374], [6.50730, 2.14373, -17.69471], [5.56909, 1.40779, -16.44031], [6.65506, 0.76409, -14.45365], [7.17288, 2.24541, -13.79248], [8.38143, 1.14264, -14.20129], [-2.62178, 0.64076, -25.85251], [-2.64337, 0.35027, -27.19715], [-3.71141, 1.05150, -27.94674], [-3.56468, 0.65489, -29.44148], [-2.59264, 1.34270, -30.16391], [-2.56281, 0.82558, -31.56555], [-2.05889, -0.65754, -31.75935], [-0.97441, -1.03574, -30.89066], [0.23730, -0.34548, -31.07000], [-3.25353, -0.00863, -25.24646], [-2.67696, 1.69791, -25.59275], [-1.60040, 0.42607, -25.53818], [-3.64854, 2.13596, -28.03669], [-4.73966, 0.98291, -27.59163], [-4.58510, 0.83092, -29.78184], [-3.30108, -0.40101, -29.50226], [-1.76612, 0.96107, -29.72649], [-1.96358, 1.39498, -32.27605], [-3.52262, 0.89679, -32.07721], [-1.63290, -0.64818, -32.76262], [-2.87937, -1.35774, -31.60243], [1.09534, -0.94634, -30.76861], [0.50649, 0.54838, -30.50727], [0.38438, -0.11402, -32.12494], [-0.33276, -12.05378, -15.26855], [-0.33738, -12.42824, -16.63757], [0.16935, -11.48300, -17.55831], [-0.18431, -11.91232, -18.99951], [-1.28906, -12.89624, -19.11935], [-2.67691, -12.38291, -19.36803], [-2.92053, -11.79284, -20.74855], [-3.16150, -12.70138, -21.80233], [-2.02204, -13.10792, -22.57950], [-1.18517, -11.38288, -15.16183], [0.57283, -11.53000, -14.96250], [-0.47534, -12.81195, -14.49853], [1.24458, -11.66053, -17.53709], [-0.12786, -10.45045, -17.37497], [0.66504, -12.37266, -19.50427], [-0.30956, -11.06807, -19.67749], [-1.41337, -13.38540, -18.24451], [-2.93661, -11.65902, -18.59560], [-3.36324, -13.20509, -19.16538], [-2.22100, -11.02781, -21.08542], [-3.86405, -11.29060, -20.53496], [-1.45566, -12.30031, -23.04327], [-2.45576, -13.83599, -23.26499], [-1.22045, -13.59445, -22.02376], [1.82573, -9.19787, -25.86935], [2.65313, -10.19945, -25.27882], [2.70544, -10.16860, -23.91028], [3.34614, -8.94512, -23.39404], [4.67482, -8.66312, -23.98747], [5.75149, -9.49101, -23.40599], [6.25069, -8.87328, -22.00729], [6.64835, -7.51980, -22.24366], [7.77338, -7.13372, -21.33930], [2.13176, -8.91449, -26.87640], [1.78335, -8.22420, -25.38121], [0.79266, -9.54279, -25.82589], [3.24410, -11.01847, -23.49115], [1.67659, -10.25280, -23.56030], [3.56139, -9.04735, -22.33040], [2.68615, -8.10745, -23.61949], [4.59736, -9.23998, -24.81290], [6.61276, -9.50077, -24.07397], [5.36149, -10.48381, -23.18160], [6.96429, -9.61569, -21.64994], [5.47583, -8.89237, -21.24092], [7.33824, -6.91042, -20.36519], [8.17228, -6.14894, -21.58261], [8.71442, -7.67758, -21.25709], [4.30762, -5.45187, -15.57258], [5.14438, -6.52465, -15.01521], [4.64138, -7.83507, -15.13450], [5.50875, -8.93481, -14.61500], [4.68820, -10.19863, -14.76772], [5.47609, -11.42770, -14.96610], [6.38780, -11.73698, -13.85737], [5.62898, -11.71607, -12.64190], [6.27073, -11.31259, -11.47260], [3.37825, -5.20732, -15.05823], [4.03294, -5.57949, -16.61965], [4.91029, -4.55438, -15.71188], [4.38103, -8.03673, -16.17356], [3.65577, -7.77287, -14.67319], [5.81237, -8.68638, -13.59805], [6.40360, -8.96929, -15.23641], [4.03832, -10.30648, -14.00214], [6.09911, -11.48796, -15.85846], [4.81440, -12.29182, -15.02581], [7.32054, -11.17364, -13.88490], [6.81295, -12.72848, -14.01311], [5.62916, -11.60654, -10.64189], [6.33561, -10.22663, -11.40492], [7.31094, -11.60410, -11.32735]],
  "lowdin_charge": [1.80, -0.04, -0.46, -0.14, -0.19, -0.16, -0.45, -0.11, -0.21, -0.05, -0.04, -0.04, 0.08, 0.09, 0.06, 0.11, 0.11, 0.10, 0.11, 0.11, 0.11, 0.07, 0.08, 0.08, 0.08, 0.07, 0.06, 0.07, 0.08, 0.08, -0.02, -0.79, -0.13, -0.12, 0.07, 0.08, 0.07, -0.74, -0.08, -0.40, -0.21, -0.22, -0.10, 0.02, 0.07, 0.08, 0.07, 0.14, 0.10, 0.13, 0.09, 0.08, 0.09, 0.08, 0.07, -0.07, -0.46, -0.22, -0.20, -0.07, 0.05, 0.07, 0.07, 0.07, 0.14, 0.12, 0.12, 0.07, 0.07, 0.08, 0.06, 0.06, -0.06, -0.40, -0.26, -0.19, -0.04, 0.04, 0.07, 0.08, 0.08, 0.13, 0.12, 0.12, 0.09, 0.08, 0.08, 0.05, 0.03, -0.08, -0.42, -0.13, -0.22, -0.12, 0.03, 0.08, 0.08, 0.08, 0.13, 0.11, 0.11, 0.07, 0.09, 0.09, 0.07, 0.06, -0.07, -0.42, -0.15, -0.22, -0.11, 0.01, 0.07, 0.09, 0.08, 0.12, 0.11, 0.12, 0.09, 0.09, 0.08, 0.06, 0.06, -0.08, -0.45, -0.20, -0.19, -0.12, 0.05, 0.08, 0.07, 0.08, 0.14, 0.12, 0.12, 0.08, 0.08, 0.08, 0.06, 0.06, -0.07, -0.40, -0.12, -0.23, -0.11, 0.01, 0.07, 0.07, 0.07, 0.13, 0.11, 0.12, 0.08, 0.08, 0.07, 0.06, 0.06, -0.12, -0.20, -0.22, -0.17, -0.06, -0.18, -0.25, -0.18, -0.07, 0.08, 0.09, 0.08, 0.12, 0.10, 0.10, 0.11, 0.09, 0.11, 0.10, 0.12, 0.11, 0.08, 0.07, 0.08, -0.16, -0.17, -0.16, -0.27, -0.04, -0.17, -0.19, -0.20, -0.13, 0.09, 0.09, 0.08, 0.11, 0.11, 0.12, 0.11, 0.09, 0.10, 0.11, 0.11, 0.11, 0.08, 0.09, 0.09, -0.10, -0.21, -0.20, -0.19, -0.06, -0.19, -0.23, -0.18, -0.10, 0.09, 0.08, 0.09, 0.12, 0.12, 0.10, 0.10, 0.08, 0.11, 0.12, 0.11, 0.12, 0.07, 0.09, 0.07, -0.07, -0.17, -0.27, -0.20, -0.07, -0.17, -0.19, -0.31, -0.04, 0.10, 0.08, 0.09, 0.13, 0.13, 0.12, 0.11, 0.09, 0.12, 0.12, 0.12, 0.12, 0.10, 0.08, 0.10, -0.08, -0.19, -0.28, -0.17, -0.03, -0.23, -0.25, -0.18, -0.13, 0.08, 0.07, 0.08, 0.12, 0.12, 0.11, 0.12, 0.10, 0.12, 0.12, 0.12, 0.12, 0.09, 0.08, 0.09],
  "e_tot_ha": -5086.551913,
  "homo_ha": -0.220,
  "orbital_gap_ha": 0.1352,
  "charge": 0,
  "multiplicity": 1,
  "lumo_ev": -2.30,
  "largest_force_ev_per_a": 3.8
}